Record 1
Entry from OMol25: the molecule C2H5BrSi at a distorted geometry (ωB97M-V/def2-TZVPD).

## Properties
- Multiplicity: 1
- Frontier orbital gap: 9.787 eV
- Max |F|: 0.095 hartree/bohr
- Calculated total energy: -80074.208 eV
- Structure (SMILES): Br[SiH]1CC1
- Relative energy (zero: lowest compared OMol25 entry of this formula, charge and spin): 96.1 kJ/mol

Element x y z (Å)
1 C 0.30 0.84 -0.13
2 C -0.03 -0.46 -0.92
3 Si -0.16 -0.55 0.94
4 Br -2.09 -0.53 1.87
5 H 1.23 1.14 -0.37
6 H -0.37 1.72 -0.44
7 H -1.02 -0.47 -1.44
8 H 0.93 -0.91 -1.31
9 H 1.19 -0.78 1.80

Record 2
Entry from OMol25: a cluster of 2 separate species, C2H5Cl2N2 in total at a distorted geometry (ωB97M-V/def2-TZVPD).

## Properties
- Multiplicity: 1
- Frontier orbital gap (alpha / beta): 9.608 / 8.120 eV
- Max |F|: 0.060 hartree/bohr
- Charge: +1
- Calculated total energy: -30168.841 eV
- Relative energy (zero: lowest compared OMol25 entry of this formula, charge and spin): 420.3 kJ/mol

Element x y z (Å)
1 C 0.68 0.51 -0.25
2 C -1.71 0.05 -0.03
3 N 1.89 0.08 -0.52
4 N -0.41 -0.23 -0.25
5 Cl -2.14 1.68 0.02
6 Cl -2.67 -1.29 0.04
7 H 0.63 1.60 -0.16
8 H -0.78 -1.02 2.43
9 H 2.63 0.83 -0.29
10 H 2.20 -0.94 -0.48
11 H -0.31 -1.26 -0.52

Record 3
Entry from OMol25: a structure of composition C2H5ClIN at a distorted geometry (ωB97M-V/def2-TZVPD).

## Properties
- Multiplicity: 3
- <S²>: 2.01
- Frontier orbital gap (alpha / beta): 6.539 / 7.390 eV
- Max |F|: 0.080 hartree/bohr
- Calculated total energy: -24262.855 eV
- Relative energy (zero: lowest compared OMol25 entry of this formula, charge and spin): 113.1 kJ/mol

Element x y z (Å)
1 C -0.77 0.61 0.88
2 C -0.66 -0.26 -0.34
3 N 1.40 -0.98 -0.27
4 Cl -0.56 0.67 -1.85
5 I 2.31 -0.82 -2.00
6 H -0.59 -0.09 1.67
7 H -1.73 0.91 0.97
8 H -0.03 1.47 0.94
9 H -1.05 -1.21 -0.44
10 H 1.69 -0.29 0.44

Record 4
Entry from OMol25: the molecule C2H5ClN2O at a distorted geometry (ωB97M-V/def2-TZVPD).

## Properties
- Multiplicity: 1
- Frontier orbital gap: 10.038 eV
- Max |F|: 0.091 hartree/bohr
- Calculated total energy: -19702.770 eV
- Structure (SMILES): [H]/N=C(/NCl)OC
- Relative energy (zero: lowest compared OMol25 entry of this formula, charge and spin): 190.8 kJ/mol

Element x y z (Å)
1 C -0.14 -0.60 0.20
2 C 0.34 1.58 -0.47
3 N 1.02 -1.04 0.18
4 N -1.20 -1.48 0.40
5 O -0.58 0.68 0.10
6 Cl -0.82 -2.97 1.05
7 H -0.23 2.64 -0.48
8 H 0.59 1.17 -1.36
9 H 1.18 1.53 0.11
10 H 1.85 -0.49 -0.22
11 H -2.02 -1.01 0.49

Record 5
Entry from OMol25: the molecule C2H5ClNO2P at a distorted geometry (ωB97M-V/def2-TZVPD).

## Properties
- Multiplicity: 1
- Frontier orbital gap: 8.099 eV
- Max |F|: 0.062 hartree/bohr
- Calculated total energy: -29550.732 eV
- Relative energy (zero: lowest compared OMol25 entry of this formula, charge and spin): 110.3 kJ/mol

Element x y z (Å)
1 C -0.69 -0.49 0.52
2 C -1.08 -0.09 -0.94
3 N 0.32 0.40 1.02
4 O 2.55 1.61 0.14
5 O -0.03 -0.08 -1.77
6 P 1.67 0.46 0.06
7 Cl 2.56 -1.28 0.22
8 H -1.58 -0.45 1.15
9 H -0.28 -1.50 0.52
10 H -1.82 -0.83 -1.27
11 H -1.58 0.90 -0.89
12 H -0.03 1.33 1.24

Record 6
Entry from OMol25: a cluster of 2 separate species, C2H5ClO4 in total at a distorted geometry (ωB97M-V/def2-TZVPD).

## Properties
- Multiplicity: 1
- Frontier orbital gap: 9.025 eV
- Max |F|: 0.066 hartree/bohr
- Calculated total energy: -22866.556 eV
- Relative energy (zero: lowest compared OMol25 entry of this formula, charge and spin): 99.8 kJ/mol

Element x y z (Å)
1 C 0.49 -0.79 -0.06
2 C 0.21 0.70 -0.24
3 O 1.01 -0.97 1.17
4 O -0.73 -1.42 -0.29
5 O -0.44 1.20 -1.27
6 O 1.00 1.59 0.29
7 Cl -1.61 0.57 1.60
8 H 1.10 -1.27 -0.77
9 H 0.66 -0.32 1.76
10 H -1.43 -1.03 0.20
11 H -0.75 0.50 -1.86
12 H 1.00 2.42 -0.20

Record 7
Entry from OMol25: a cluster of 2 separate species, C2H5ClS in total at a distorted geometry (ωB97M-V/def2-TZVPD).

## Properties
- Multiplicity: 1
- Frontier orbital gap (alpha / beta): 8.245 / 8.294 eV
- Max |F|: 0.067 hartree/bohr
- Calculated total energy: -25509.712 eV
- Relative energy (zero: lowest compared OMol25 entry of this formula, charge and spin): 245.6 kJ/mol

Element x y z (Å)
1 C -0.95 -0.38 0.07
2 C 1.37 0.03 -0.49
3 S 1.94 1.58 0.05
4 Cl 2.18 -1.39 0.08
5 H -1.28 -0.92 -0.79
6 H -0.81 -0.93 0.98
7 H -1.25 0.64 0.17
8 H 1.20 0.01 -1.56
9 H 2.36 1.18 1.25

Record 8
Entry from OMol25: a cluster of 2 separate species, C2H5ClS in total at a distorted geometry (ωB97M-V/def2-TZVPD).

## Properties
- Multiplicity: 1
- Frontier orbital gap: 8.927 eV
- Max |F|: 0.061 hartree/bohr
- Calculated total energy: -25509.857 eV
- Relative energy (zero: lowest compared OMol25 entry of this formula, charge and spin): 231.6 kJ/mol

Element x y z (Å)
1 C -0.90 -0.72 -1.30
2 C 2.53 0.65 0.20
3 S 2.20 -1.00 0.45
4 Cl 4.23 1.01 -0.10
5 H -1.89 -0.39 -0.78
6 H -0.90 -1.78 -1.60
7 H -0.12 -0.49 -0.64
8 H -0.81 -0.13 -2.22
9 H 3.39 -1.66 0.30